Entry 1:
{"formula": "C35H32N14O2S2Ti", "method": "ωB97M-V with the def2-TZVPD basis set", "elements": ["Ti", "C", "C", "N", "C", "C", "N", "C", "C", "C", "C", "C", "N", "C", "C", "N", "C", "C", "N", "C", "C", "C", "N", "C", "C", "H", "H", "H", "H", "H", "H", "H", "H", "H", "H", "H", "H", "S", "C", "S", "C", "C", "N", "C", "N", "N", "C", "C", "C", "C", "N", "C", "N", "N", "C", "O", "O", "H", "H", "H", "H", "H", "H", "H", "H", "H", "H", "H", "H", "H", "H", "N", "C", "N", "C", "C", "C", "C", "C", "C", "H", "H", "H", "H", "H", "H"], "xyz": [[1.206447, -0.956103, -0.072560], [-0.562285, -3.314664, 3.871268], [0.221859, -3.065448, 2.753497], [0.395089, -1.835573, 2.294777], [-0.172394, -0.844396, 2.972978], [-1.045909, -1.108370, 4.023319], [-1.241889, -2.341268, 4.467050], [0.267786, 0.510652, 2.599398], [0.237046, 1.519725, 3.542641], [0.796876, 2.765159, 3.277115], [1.359901, 2.912022, 2.010937], [1.336639, 1.875963, 1.098800], [0.801450, 0.670980, 1.375442], [1.979382, 2.019396, -0.216528], [2.296173, 3.253072, -0.763437], [2.947295, 3.375646, -1.913404], [3.302703, 2.251698, -2.513941], [2.948633, 1.009220, -2.006101], [2.271484, 0.886758, -0.870709], [0.837109, 3.848001, 4.291402], [1.367152, 5.101905, 3.999095], [1.403532, 6.071157, 4.989789], [0.954650, 5.871209, 6.225662], [0.441195, 4.677569, 6.506912], [0.361000, 3.645675, 5.584091], [-0.659796, -4.313756, 4.277587], [0.710199, -3.872427, 2.221229], [-1.612847, -0.318470, 4.504139], [-0.184443, 1.297512, 4.509579], [1.866461, 3.824532, 1.742575], [2.014045, 4.175420, -0.271147], [3.864193, 2.332745, -3.436542], [3.214916, 0.105227, -2.528085], [1.749243, 5.355011, 3.019670], [1.814073, 7.052435, 4.780682], [0.079415, 4.536544, 7.518966], [-0.069338, 2.705215, 5.898475], [3.189250, -1.064082, 1.323031], [3.575983, -2.319243, 0.203212], [2.849749, -2.080513, -1.372803], [4.259176, -3.455453, 0.515554], [4.339384, -4.511546, -0.447652], [4.281502, -5.359887, -1.224792], [4.744682, -3.665112, 1.845440], [5.081408, -3.829459, 2.933452], [-0.138526, -2.300002, -3.155428], [-0.930649, -1.072816, -3.257805], [-1.224910, -0.709528, -4.719375], [-1.824192, 0.651549, -5.089901], [-3.146258, 1.002088, -4.399628], [-3.009337, 1.637114, -3.080375], [-2.528469, 2.860096, -2.890964], [-2.314847, 3.310135, -1.649267], [-2.305264, 3.665258, -3.923603], [-0.206475, 0.010415, -2.456446], [0.216392, 1.015462, -2.969385], [-0.122648, -0.208241, -1.127565], [0.674030, -2.235461, -3.759936], [-0.673976, -3.092524, -3.490923], [-1.866204, -1.264061, -2.719765], [-1.901448, -1.485814, -5.087726], [-0.291698, -0.820193, -5.275877], [-2.023388, 0.623755, -6.162845], [-1.087595, 1.435260, -4.915148], [-3.750327, 0.108745, -4.248642], [-3.745389, 1.663968, -5.027898], [-3.138706, 1.063610, -2.263264], [-2.339066, 2.682061, -0.865742], [-1.921871, 4.222902, -1.498670], [-2.493105, 3.370389, -4.865722], [-1.945844, 4.595034, -3.792400], [-0.209941, -4.968503, -0.499264], [0.752673, -4.043658, -0.440631], [0.281061, -2.852177, -0.135339], [-1.112228, -3.012461, -0.007574], [-2.124250, -2.111372, 0.330065], [-3.416018, -2.595642, 0.404245], [-3.714367, -3.942340, 0.148724], [-2.723421, -4.845990, -0.172144], [-1.425029, -4.352823, -0.233070], [-0.059937, -5.942456, -0.709463], [1.786919, -4.281706, -0.634645], [-1.906537, -1.076651, 0.548988], [-4.220875, -1.926484, 0.682216], [-4.739635, -4.280733, 0.219671], [-2.946822, -5.890879, -0.347540]], "forces_ev_per_angstrom": [[1.0, -0.6, 1.3], [0.0, 0.1, 0.1], [0.1, -0.2, -0.1], [-0.2, 0.4, -0.3], [0.0, 0.0, 0.1], [0.0, -0.1, 0.1], [0.0, 0.0, 0.0], [-0.1, 0.0, 0.0], [-0.1, 0.0, 0.0], [0.0, 0.0, 0.0], [0.0, 0.1, 0.1], [-0.1, -0.1, 0.0], [0.2, 0.3, 0.2], [0.0, 0.0, 0.0], [0.1, 0.0, -0.1], [0.0, 0.0, 0.0], [0.0, 0.1, 0.0], [0.0, -0.1, 0.0], [0.0, 0.2, -0.1], [0.0, 0.0, 0.0], [0.0, 0.0, -0.1], [0.0, 0.0, 0.1], [0.0, 0.0, -0.1], [0.0, 0.1, 0.0], [0.0, -0.1, 0.0], [0.0, 0.0, 0.0], [0.0, 0.0, 0.0], [0.0, 0.0, 0.0], [0.0, 0.0, 0.0], [0.0, 0.0, 0.0], [0.0, 0.0, 0.0], [0.0, 0.0, 0.0], [0.0, -0.1, 0.0], [0.0, 0.0, 0.0], [0.0, 0.0, 0.0], [0.0, 0.0, 0.0], [0.0, 0.0, 0.0], [0.0, 0.0, 0.0], [0.2, 0.0, 0.0], [0.0, 0.1, 0.0], [0.0, 0.0, 0.0], [0.0, -0.1, 0.0], [0.0, 0.1, 0.1], [0.0, -0.1, 0.1], [0.0, 0.1, -0.2], [-0.1, 0.0, 0.1], [0.0, -0.1, 0.1], [0.0, 0.2, 0.0], [0.0, -0.1, 0.2], [0.0, 0.0, -0.1], [0.3, -0.1, 0.0], [-0.1, 0.0, 0.0], [0.1, 0.0, -0.1], [0.0, 0.0, 0.0], [-0.3, 0.2, 0.0], [0.1, 0.1, 0.1], [-0.5, -0.1, -1.0], [0.0, 0.0, 0.0], [0.0, 0.0, 0.0], [0.0, 0.0, 0.1], [0.1, -0.1, 0.0], [0.0, 0.0, 0.0], [0.0, 0.0, 0.0], [0.0, 0.0, 0.0], [-0.1, 0.0, 0.0], [0.0, 0.0, 0.0], [-0.1, 0.0, 0.0], [0.0, 0.0, 0.0], [0.0, 0.0, 0.0], [0.0, 0.0, 0.0], [0.0, 0.0, 0.0], [-0.1, -0.1, 0.0], [0.0, -0.1, 0.0], [-0.6, -0.1, -0.4], [0.1, -0.1, 0.0], [0.1, -0.1, 0.0], [0.0, 0.1, 0.0], [0.0, 0.0, 0.0], [0.0, -0.1, 0.0], [0.1, 0.1, -0.1], [0.0, 0.0, 0.0], [0.0, 0.0, 0.0], [0.0, 0.1, 0.0], [0.0, 0.0, 0.0], [0.0, 0.0, 0.0], [0.0, 0.0, 0.0]], "charge": 2, "multiplicity": 1, "relative_energy_kj_mol": 63.4}

Entry 2:
{"formula": "C2H8N4O", "method": "ωB97M-V with the def2-TZVPD basis set", "elements": ["N", "N", "C", "N", "C", "N", "O", "H", "H", "H", "H", "H", "H", "H", "H"], "xyz": [[1.546285, 0.778835, 0.073795], [0.554384, 0.594630, -0.938084], [-0.393480, -0.440747, -0.564203], [0.211157, -1.765949, -0.557477], [-1.041330, -0.083820, 0.788029], [-1.310154, 1.226996, 0.929902], [-1.319307, -0.933204, 1.605297], [2.219149, 0.011284, 0.096988], [2.047958, 1.636023, -0.136999], [0.969370, 0.331397, -1.835919], [-1.178824, -0.426024, -1.331779], [-0.515938, -2.471988, -0.559391], [0.719966, -1.890451, 0.314406], [-1.630448, 1.560544, 1.824631], [-0.878790, 1.872473, 0.290805]], "forces_ev_per_angstrom": [[0.2, -0.2, -0.1], [0.0, 0.2, -0.3], [0.2, -0.2, 0.0], [0.0, 0.2, 0.0], [0.1, 0.1, -0.3], [-0.3, 0.4, 0.1], [0.0, -0.2, 0.2], [-0.1, 0.1, -0.2], [-0.1, -0.2, 0.1], [-0.1, 0.0, 0.3], [0.1, 0.0, 0.2], [0.1, 0.0, 0.1], [-0.2, -0.1, 0.0], [0.0, -0.1, -0.1], [0.0, 0.0, 0.0]], "multiplicity": 1, "relative_energy_kj_mol": 113.5}

Entry 3:
{"formula": "C28H60Cd2N2O21", "method": "ωB97M-V with the def2-TZVPD basis set", "elements": ["O", "H", "H", "H", "O", "H", "H", "H", "Cd", "Cd", "C", "C", "C", "O", "C", "C", "C", "O", "O", "O", "H", "H", "C", "C", "C", "O", "C", "C", "C", "O", "O", "O", "H", "H", "C", "C", "O", "H", "H", "H", "H", "H", "C", "C", "O", "H", "H", "H", "H", "H", "O", "H", "H", "O", "H", "H", "O", "H", "H", "O", "H", "H", "O", "H", "H", "C", "O", "C", "C", "N", "C", "C", "O", "C", "H", "H", "H", "H", "H", "H", "H", "H", "H", "H", "H", "H", "H", "H", "H", "C", "O", "C", "C", "N", "C", "C", "O", "C", "H", "H", "H", "H", "H", "H", "H", "H", "H", "H", "H", "H", "H", "H", "H"], "xyz": [[13.256740, -5.693220, -9.200170], [14.083550, -5.334180, -9.530440], [12.970020, -5.156600, -8.457590], [13.323480, -6.608200, -8.917410], [12.205070, -1.991010, -8.640220], [12.875620, -1.411210, -9.008720], [12.721620, -2.670880, -8.201430], [11.638940, -1.544100, -8.006680], [17.867100, -4.455020, -2.224060], [16.075900, -1.004130, -8.218750], [13.203060, -5.037800, -5.166330], [13.988220, -4.985830, -4.059930], [15.009530, -3.873460, -3.914860], [15.907790, -3.878470, -3.017980], [15.157100, -2.963800, -4.856400], [14.361870, -2.891510, -6.080440], [13.300070, -4.115720, -6.248480], [12.703080, -4.196280, -7.352510], [14.700710, -2.201030, -7.030590], [13.782240, -5.874130, -3.208720], [12.446790, -5.807160, -5.216660], [16.006440, -2.297250, -4.829360], [16.440490, -6.070240, -7.021170], [17.112560, -5.926010, -5.859870], [17.990050, -4.712610, -5.566120], [18.542400, -4.680930, -4.375870], [18.156540, -3.692770, -6.462420], [17.372590, -3.713610, -7.663200], [16.491440, -5.043800, -8.054260], [15.922140, -5.222430, -9.158470], [17.233580, -2.706610, -8.433710], [17.060710, -7.043260, -5.190800], [15.817470, -6.930930, -7.214710], [18.728350, -2.856850, -6.087360], [14.676380, 1.308200, -4.707000], [15.877520, 0.929390, -5.594770], [15.742330, 0.726280, -7.023360], [14.094320, 2.175920, -5.017410], [15.111600, 1.577500, -3.744620], [13.914240, 0.532830, -4.629280], [16.403320, 0.069360, -5.180080], [16.638070, 1.704840, -5.503430], [14.808540, -1.710510, -12.143380], [14.287360, -0.699120, -11.095590], [14.519340, -1.003460, -9.722960], [14.644800, -2.739670, -11.823800], [15.889070, -1.769440, -12.274050], [14.314300, -1.537980, -13.099440], [13.234310, -0.582310, -11.351590], [14.728230, 0.263450, -11.354800], [14.243630, -8.086160, -4.970570], [14.977940, -7.501350, -5.157700], [13.760600, -7.648220, -4.269770], [16.987640, -4.470610, -0.395550], [16.872980, -3.617900, 0.023920], [16.439900, -5.065570, 0.116550], [9.905810, -3.786600, -6.137970], [10.791750, -4.145480, -6.188470], [9.358640, -4.532070, -5.890750], [13.584130, -8.055510, -7.865380], [14.068740, -8.870890, -7.994020], [13.609510, -7.907850, -6.919970], [14.927690, -8.119290, -1.767360], [14.695550, -8.947090, -2.188170], [14.618290, -7.446630, -2.374020], [20.308230, -6.133420, -0.609250], [19.807720, -5.109700, -1.505460], [20.641460, -3.975310, -1.444600], [20.167640, -2.959990, -2.393480], [18.762080, -2.474730, -2.151760], [18.350870, -1.465340, -3.119000], [19.347260, -0.369940, -3.464190], [19.694880, 0.357020, -2.344970], [20.628180, 1.379090, -2.587050], [19.616170, -6.884060, -0.227560], [20.592750, -5.809030, 0.391710], [21.112600, -6.746500, -1.015720], [21.693300, -4.243810, -1.542800], [20.743710, -3.526580, -0.456520], [20.334680, -3.228260, -3.436660], [20.753720, -2.085910, -2.109610], [18.750520, -1.958060, -1.283990], [17.366430, -1.073190, -2.863660], [18.207440, -2.162790, -3.944280], [18.797690, 0.241040, -4.180280], [20.182190, -0.838940, -3.984780], [21.084780, 1.797420, -1.690040], [20.228530, 2.264630, -3.081210], [21.458850, 0.968210, -3.160870], [8.352580, -2.920060, -2.444440], [8.912210, -4.071430, -1.895990], [10.315300, -4.175440, -1.830440], [10.478170, -5.553770, -1.188700], [11.866280, -5.742420, -0.779670], [12.137770, -7.051160, -0.377690], [11.414420, -7.544070, 0.895400], [12.194810, -8.570720, 1.466410], [11.458210, -9.082100, 2.549820], [8.545490, -2.773280, -3.507150], [8.928620, -2.092750, -2.029900], [7.309490, -2.862530, -2.133400], [10.668410, -3.356560, -1.203660], [10.860940, -4.196620, -2.773800], [10.105450, -6.268280, -1.922620], [9.786520, -5.596190, -0.347320], [12.507810, -5.611230, -1.548650], [13.207660, -7.022180, -0.171290], [11.928720, -7.758210, -1.180490], [10.389750, -7.831270, 0.659480], [11.242980, -6.716480, 1.583740], [10.493710, -9.578100, 2.441120], [11.320280, -8.361070, 3.355540], [12.026030, -9.860250, 3.059900]], "forces_ev_per_angstrom": [[-0.9, -1.0, -2.9], [1.9, 0.1, 0.0], [-0.9, 2.2, 3.0], [0.7, -1.5, 0.6], [-2.2, 0.5, -0.9], [2.5, 1.7, -1.2], [1.0, -2.6, 1.8], [-0.1, 0.1, 0.5], [-2.2, -1.0, -4.5], [-1.1, 1.5, 0.5], [-1.1, 2.1, -3.7], [1.0, 1.7, 0.5], [-0.8, -2.8, 0.2], [1.5, -0.7, 3.4], [-1.8, 2.4, -4.4], [-0.7, -4.9, 3.7], [3.7, 2.0, 3.8], [-2.0, 0.2, -3.0], [-0.9, 1.4, -2.5], [0.5, -1.8, 2.8], [0.0, -0.3, -0.1], [0.1, 0.2, 0.1], [-0.9, 3.8, -4.0], [0.2, -4.2, 1.3], [0.3, -1.1, 3.3], [-0.3, 0.2, -1.4], [-0.9, -0.5, -1.3], [-0.8, 0.5, -0.8], [0.0, -1.7, 1.6], [0.4, 1.4, 0.2], [1.2, -2.2, 0.5], [1.1, 2.9, 1.1], [0.2, 0.0, 0.0], [0.0, 0.4, -0.5], [0.0, -0.1, -0.7], [0.7, -0.3, -2.2], [-0.4, 0.4, 1.4], [0.4, 0.3, -0.5], [-0.2, -0.3, 0.3], [0.3, -0.4, 0.2], [-0.3, -0.5, 0.5], [0.1, 0.7, 0.3], [0.3, -0.6, 0.8], [1.2, -0.3, 0.4], [-1.5, -0.1, -1.4], [-0.7, -0.1, 0.1], [0.2, 0.8, -0.1], [0.1, 0.0, -0.1], [-0.6, 0.0, 0.4], [0.2, 0.4, 0.0], [-0.5, -1.0, -0.8], [1.0, 0.3, 0.2], [-0.2, 0.7, 0.3], [-0.7, -0.1, 2.9], [-0.2, 0.4, 0.0], [-0.4, -0.5, -0.2], [-0.5, 0.4, 0.0], [0.7, -0.1, -0.2], [-0.1, -0.1, 0.1], [-0.4, 0.1, -1.0], [0.2, -0.1, -0.1], [0.1, 0.2, 1.2], [0.3, -0.5, 0.7], [0.1, -0.2, -0.2], [-0.2, 0.9, -0.5], [-0.2, -1.0, 0.8], [1.6, -1.9, 2.1], [0.7, -0.2, 0.8], [0.3, 2.5, -0.1], [1.3, 0.6, 1.3], [-0.3, -1.1, -1.2], [-1.3, -0.9, -1.0], [0.4, 0.5, 1.5], [0.7, 0.2, -0.2], [-1.1, 0.2, -1.2], [0.5, 1.2, -0.3], [0.2, 0.6, -0.5], [0.1, -0.3, -1.1], [-1.0, -0.1, 0.7], [-0.4, 0.0, 0.0], [0.7, 0.1, -0.6], [0.4, -0.3, 0.7], [0.1, -0.1, 0.2], [-0.3, 0.9, -1.0], [0.2, 0.3, -0.3], [0.5, 0.3, 0.0], [-0.4, -0.6, 0.5], [-0.4, -0.2, -0.5], [0.1, 0.1, -0.3], [1.3, 0.8, 0.4], [-0.9, -0.8, -0.7], [-0.5, -0.7, 0.7], [0.9, 1.2, -0.1], [-1.4, 1.3, 0.0], [0.6, -1.5, 1.4], [0.3, 1.3, -1.3], [-1.6, -0.4, 0.5], [1.0, -0.9, 1.8], [-0.5, -0.6, -0.4], [-0.3, 0.7, 0.4], [0.1, 0.0, -0.3], [0.4, 0.0, 0.1], [-0.3, 0.4, -0.4], [0.1, -0.5, -0.2], [0.2, -0.1, 0.3], [0.1, 0.6, -0.6], [0.0, -0.8, 0.0], [0.2, -0.5, -0.2], [-0.1, -0.8, -0.2], [0.5, 0.3, 0.4], [-0.3, 0.3, -1.2], [-0.1, 0.6, -0.1], [0.5, -0.1, -0.3]], "charge": -1, "e_tot_ev": -85107.5381, "multiplicity": 2}

> Number 1 is which compound?

C35H32N14O2S2Ti